(1)
5
Properties=species:S:1:pos:R:3:forces:R:3 method="wB97M-V/def2-TZVPD" multiplicity=1 total_charge=0
C 0.442 0.897 0.373 0.8474 0.7756 -0.5509
N 0.841 -0.168 0.733 0.8659 -1.4774 1.6720
N -1.276 -1.249 -0.799 4.4512 -0.6009 2.3960
O 0.249 1.959 -0.047 -1.0514 1.6226 -0.4701
O -0.255 -1.439 -0.259 -5.1130 -0.3200 -3.0470

=====

(2)
6
Properties=species:S:1:pos:R:3:forces:R:3 method="wB97M-V/def2-TZVPD" smiles="O=C=NSN=O" multiplicity=1 total_charge=0
O -1.679 1.624 -0.606 -0.5548 0.8653 -1.1351
C -1.099 0.948 0.113 -0.1193 -0.1258 0.2626
N -0.632 0.297 1.007 0.5288 -0.7348 1.3113
S 0.586 -0.822 1.061 -0.2423 -0.1606 1.2491
N 0.973 -0.691 -0.534 1.1021 -0.2349 -2.6867
O 1.850 -1.356 -1.042 -0.7146 0.3907 0.9988

=====

(3)
9
Properties=species:S:1:pos:R:3:forces:R:3 method="wB97M-V/def2-TZVPD" multiplicity=1 total_charge=-2
C -0.235 0.112 0.031 -2.2777 -0.4372 -0.8997
N -1.600 0.240 -0.023 4.2694 1.4861 2.0070
N -2.123 -0.768 -0.650 -2.2421 -1.2851 -1.7861
N -1.358 -1.593 -1.214 1.3609 -1.1619 0.0253
O 2.120 -0.301 -0.123 -0.0134 0.1596 -0.0257
O 1.648 2.176 0.121 -0.5821 1.0599 -0.0989
O 1.467 0.551 2.151 -0.7856 0.5782 -0.0708
P 1.345 0.826 0.668 2.3426 -1.6230 0.4921
S 0.332 -1.265 -0.854 -2.0722 1.2234 0.3568

=====

(4)
10
Properties=species:S:1:pos:R:3:forces:R:3 method="wB97M-V/def2-TZVPD" multiplicity=1 total_charge=-1
C -1.645 1.756 0.233 -1.5001 0.1651 -1.6424
N 0.358 -1.354 1.209 -0.0439 -1.4982 -0.7982
N 0.843 0.398 -0.756 0.0289 -1.3451 1.5527
N 0.634 -2.289 0.645 -0.0981 2.2431 1.9363
O -1.233 2.066 1.255 1.7110 0.4906 2.7688
O 1.633 0.971 -0.023 -0.1783 1.8805 0.4464
O 1.022 -3.288 0.171 0.0703 -1.0084 -0.8242
O -2.438 1.716 -0.621 -1.0781 -0.0188 -0.8779
O -0.415 0.608 -0.757 0.8488 0.3092 -0.6003
O 1.242 -0.583 -1.355 0.2393 -1.2182 -1.9612

=====

(5)
7
Properties=species:S:1:pos:R:3:forces:R:3 method="wB97M-V/def2-TZVPD" smiles="[O-]P=C1N=NN=N1" multiplicity=1 total_charge=-1
O -0.997 2.618 0.740 0.5591 2.1506 0.0696
P -1.481 1.264 0.518 -0.1285 -2.0350 -0.0713
C -0.166 0.166 0.030 2.6631 -2.1135 -1.7287
N 0.958 0.052 -0.982 -2.8347 1.6162 1.9596
N 1.309 -1.156 -0.899 0.6484 -1.0909 -0.0789
N 0.636 -1.876 0.021 -0.3161 1.2405 0.1637
N -0.258 -1.068 0.571 -0.5912 0.2321 -0.3140

=====

(6)
6
Properties=species:S:1:pos:R:3:forces:R:3 method="wB97M-V/def2-TZVPD" multiplicity=1 total_charge=-1
C -1.076 -0.790 0.019 0.5054 0.0239 -1.0268
N -2.092 -1.296 -0.131 -0.8111 -0.6296 -0.0479
O -0.474 1.519 0.380 2.0105 -1.1096 -0.2011
O 0.702 -0.337 1.579 1.4379 -0.0911 1.2259
S 2.552 0.631 -2.153 -0.3843 -0.1032 0.4399
S 0.387 0.273 0.306 -2.7583 1.9095 -0.3899

=====

(7)
6
Properties=species:S:1:pos:R:3:forces:R:3 method="wB97M-V/def2-TZVPD" multiplicity=3 total_charge=-1
C -1.440 0.488 0.076 -0.2403 -1.0094 0.0994
N -0.354 0.945 0.184 -0.1363 2.7819 0.0074
O 2.504 0.283 -0.453 1.6954 1.4217 -0.4497
O 0.805 -1.406 -0.118 -0.7657 -1.6306 0.3094
S -2.899 -0.160 -0.059 -0.5729 -0.1979 -0.0691
S 1.383 -0.150 0.371 0.0198 -1.3658 0.1026

=====

(8)
7
Properties=species:S:1:pos:R:3:forces:R:3 method="wB97M-V/def2-TZVPD" multiplicity=1 total_charge=-1
C -1.702 -0.265 -0.178 0.3694 -2.4740 2.0734
N 1.255 0.203 0.201 0.8725 -0.3676 -3.7772
O -2.199 0.581 -0.723 -1.5948 4.7574 -3.2620
O 1.017 0.523 1.303 -0.2054 0.6390 2.8078
O -1.673 -1.208 0.477 0.6660 -2.5589 1.6073
O 0.310 -0.088 -0.593 1.6179 0.2133 -0.1768
S 2.992 0.254 -0.488 -1.7256 -0.2093 0.7275

=====

(9)
8
Properties=species:S:1:pos:R:3:forces:R:3 method="wB97M-V/def2-TZVPD" multiplicity=1 total_charge=-1
C -0.703 -0.117 -1.495 0.8299 1.4132 1.5331
N 0.884 -0.050 1.250 -0.7206 -1.4245 -1.2721
O 0.427 0.206 -1.587 2.5313 0.8445 0.6400
O -1.538 -0.630 -2.112 -3.8969 -2.3728 -2.6353
O 1.875 0.520 1.483 2.6966 2.0235 1.1594
O 0.823 -1.244 1.100 -1.7662 -0.0712 -0.0471
O -0.161 0.849 1.093 -0.4602 0.2307 0.3993
S -1.608 0.466 0.269 0.7862 -0.6436 0.2227

=====

(10)
10
Properties=species:S:1:pos:R:3:forces:R:3 method="wB97M-V/def2-TZVPD" multiplicity=2 total_charge=+1
Sc 1.141 -0.942 0.069 -1.2264 2.0292 1.0807
N 0.809 1.344 0.156 1.2705 -1.5876 -0.2901
S -0.425 1.020 1.350 -3.8289 1.3453 -1.3629
O -0.073 -0.493 1.602 1.4812 -1.4468 -1.2659
S 2.345 1.464 0.643 -0.2369 0.4303 -0.1435
O 2.896 0.001 0.489 -0.6881 -0.6321 -0.2090
O -1.667 1.048 0.490 2.7363 -0.3971 1.7570
C -1.724 -1.162 -1.457 -2.0716 1.4284 -3.4167
O -0.574 -1.380 -1.381 1.9911 -0.5785 1.9119
O -2.727 -0.901 -1.961 0.5728 -0.5910 1.9385

=====

(11)
10
Properties=species:S:1:pos:R:3:forces:R:3 method="wB97M-V/def2-TZVPD" multiplicity=1 total_charge=+4
Na 1.136 1.295 1.765 3.2174 4.1528 1.7529
Na -1.231 0.165 2.207 -3.2602 -0.3717 3.2088
Na -0.816 -1.456 -1.632 -3.8393 -3.4213 -3.1361
Na 1.111 -1.161 1.830 3.1106 -4.7764 1.5758
Na 0.849 0.512 -2.566 2.6628 0.5465 -3.6817
Na -1.777 1.252 -0.203 -5.1053 3.2844 1.3604
C 0.267 -0.053 -0.398 3.7979 -9.2633 2.2271
O 0.088 0.039 0.829 -2.2143 3.0367 3.4266
O -0.400 0.576 -1.105 -2.3834 5.2231 -7.2610
O 0.774 -1.170 -0.727 4.0138 1.5892 0.5273

=====

(12)
6
Properties=species:S:1:pos:R:3:forces:R:3 method="wB97M-V/def2-TZVPD" smiles="O=POC(=O)[O-]" multiplicity=1 total_charge=-1
O -1.539 -0.862 -0.796 -1.0047 -0.8526 -0.7725
P -1.724 0.397 -0.063 1.7338 0.2832 1.3281
O -0.408 0.672 0.768 -1.8547 0.5578 -0.2524
C 1.022 -0.010 0.111 0.3417 0.3602 0.9722
O 0.966 0.195 -1.053 0.6301 0.0169 -1.3261
O 1.682 -0.392 1.032 0.1539 -0.3656 0.0506

=====

Number 1: E -8107.2135 eV. Number 2: E -18944.2773 eV. Number 3: E -31774.1963 eV. Number 4: E -17789.1095 eV. Number 5: E -18333.5380 eV. Number 6: E -28290.2718 eV. Number 7: E -28290.5651 eV. Number 8: E -21551.4027 eV. Number 9: E -23597.4387 eV. Number 10: E -55128.8289 eV. Number 11: E -33633.6534 eV. Number 12: E -18519.0717 eV.